No. 1
Computed, not measured: the molecule C3H8OS3, with the ωB97M-V functional and the def2-TZVPD basis.

Atoms and positions in Å:
C  0.999  -1.356  0.107
C  0.728  0.057  0.592
C  -0.775  0.625  0.013
O  -1.164  1.653  0.793
S  2.146  1.145  -0.061
S  -1.982  -0.862  0.062
S  -0.560  1.094  -1.743
H  0.583  -1.559  -0.950
H  2.051  -1.636  0.324
H  0.446  -1.993  0.745
H  0.661  0.105  1.689
H  -1.348  2.417  0.275
H  1.845  0.682  -1.312
H  -2.021  -0.634  1.491
H  -1.610  0.261  -2.027

Summary:
M (g/mol): 156.3
SMILES: C[C@@H](S)C(O)(S)S
Calculated total energy (eV): -37792.594
Net charge: 0
Energy above the lowest of the compared OMol25 structures with the same formula, charge and spin (kcal per mole): 22.1
E_HOMO (eV): -8.99
Lowest unoccupied orbital energy (eV): 0.47
Gap between HOMO and LUMO (eV): 9.45

No. 2
Computed, not measured: C31H28N3OP2S4Tc as an isolated structure, with the ωB97M-V functional and the def2-TZVPD basis.

Atoms and positions in Å:
Tc  0.862  0.995  -1.561
S  -0.342  2.516  0.036
P  -1.088  0.671  0.512
C  0.101  -0.350  -0.184
P  1.544  -0.827  0.601
S  2.880  0.351  -0.411
C  1.910  -2.564  0.325
C  1.013  -3.345  -0.394
C  1.305  -4.681  -0.635
C  2.489  -5.227  -0.163
C  3.388  -4.444  0.553
C  3.101  -3.113  0.798
C  1.699  -0.556  2.376
C  2.199  0.653  2.852
C  2.276  0.882  4.216
C  1.844  -0.090  5.107
C  1.339  -1.295  4.636
C  1.272  -1.533  3.272
C  -2.682  0.417  -0.291
C  -3.832  0.991  0.244
C  -5.051  0.825  -0.395
C  -5.124  0.081  -1.565
C  -3.980  -0.503  -2.093
C  -2.758  -0.336  -1.459
C  -1.438  0.455  2.265
C  -2.041  -0.740  2.662
C  -2.361  -0.939  3.993
C  -2.089  0.053  4.927
C  -1.492  1.241  4.533
C  -1.164  1.444  3.199
H  0.099  -2.898  -0.764
H  0.609  -5.293  -1.193
H  2.717  -6.268  -0.353
H  4.312  -4.873  0.918
H  3.802  -2.503  1.357
H  2.537  1.405  2.149
H  2.675  1.818  4.586
H  1.906  0.088  6.172
H  1.005  -2.053  5.332
H  0.889  -2.479  2.908
H  -3.781  1.567  1.161
H  -5.943  1.270  0.024
H  -6.076  -0.055  -2.059
H  -4.041  -1.099  -2.994
H  -1.865  -0.809  -1.850
H  -2.267  -1.505  1.928
H  -2.830  -1.864  4.303
H  -2.348  -0.101  5.967
H  -1.282  2.012  5.262
H  -0.692  2.367  2.884
O  -0.689  1.576  -2.754
N  -0.743  1.140  -4.024
C  -1.658  1.739  -4.816
C  -1.809  1.341  -6.114
C  -1.000  0.309  -6.597
C  -0.078  -0.282  -5.769
C  0.059  0.140  -4.440
S  1.162  -0.573  -3.321
H  -2.218  2.521  -4.325
H  -2.541  1.831  -6.737
H  -1.095  -0.024  -7.621
H  0.565  -1.078  -6.115
N  4.167  4.420  -2.070
C  3.131  3.696  -1.637
N  2.774  3.803  -0.364
S  2.322  2.710  -2.769
H  4.659  5.067  -1.478
H  4.456  4.324  -3.028
H  3.306  4.356  0.287
H  2.025  3.225  -0.004

Summary:
M (g/mol): 746.8
Multiplicity: 4
Calculated total energy (eV): -103233.763
Net charge: +1
Energy above the lowest of the compared OMol25 structures with the same formula, charge and spin (kcal per mole): 0.0
E_HOMO (alpha / beta) (eV): -9.96 / -10.20
Lowest unoccupied orbital energy (alpha / beta) (eV): -2.27 / -3.35
<S²>: 3.776
Gap between HOMO and LUMO (alpha / beta) (eV): 7.68 / 6.84

No. 3
Computed, not measured: a 2-piece molecular cluster, C2H5N2O2S overall, with the ωB97M-V functional and the def2-TZVPD basis.

Atoms and positions in Å:
C  -0.455  -0.528  -0.361
C  0.246  0.623  -0.348
N  -1.832  -0.562  -0.035
N  2.270  -0.030  0.141
O  -2.500  -1.521  -0.317
O  -2.258  0.639  0.423
S  0.350  2.133  -0.185
H  -0.083  -1.447  -0.909
H  2.248  -1.023  0.421
H  2.171  0.475  1.001
H  3.076  0.391  -0.350
H  -3.231  0.849  0.519

Summary:
M (g/mol): 121.1
Calculated total energy (eV): -20052.917
Net charge: +1
Energy above the lowest of the compared OMol25 structures with the same formula, charge and spin (kcal per mole): 72.1
E_HOMO (alpha / beta) (eV): -14.03 / -14.03
Lowest unoccupied orbital energy (alpha / beta) (eV): -6.05 / -6.05
Gap between HOMO and LUMO (alpha / beta) (eV): 7.98 / 7.98

No. 4
Computed, not measured: the molecule C8H12N4O3, with the ωB97M-V functional and the def2-TZVPD basis.

Atoms and positions in Å:
C  -1.248  -0.736  0.136
C  0.041  -1.120  0.890
C  -2.007  0.255  1.053
C  -1.221  1.557  1.198
C  -0.071  1.896  1.948
C  -0.485  3.367  0.289
C  0.790  -2.058  -1.270
C  1.790  -1.230  -2.032
H  -2.032  -2.684  0.307
H  -3.057  -1.587  -0.386
H  -1.031  -0.190  -0.835
H  -2.259  -0.243  2.063
H  -2.978  0.550  0.649
H  0.389  1.640  2.923
H  -0.348  4.257  -0.325
H  1.140  3.636  1.618
H  1.761  -2.082  0.594
H  0.898  -3.142  -1.464
H  -0.197  -1.821  -1.617
H  2.169  -0.588  -3.693
N  -2.098  -1.847  -0.249
N  -1.453  2.489  0.169
N  0.394  3.029  1.286
N  0.892  -1.786  0.171
O  0.257  -0.959  2.086
O  2.839  -0.845  -1.615
O  1.385  -1.013  -3.316

Summary:
M (g/mol): 212.2
SMILES: N[C@@H](Cc1c[nH]cn1)C(=O)NCC(=O)O
Calculated total energy (eV): -20593.823
Net charge: 0
Energy above the lowest of the compared OMol25 structures with the same formula, charge and spin (kcal per mole): 20.7
E_HOMO (eV): -8.28
Lowest unoccupied orbital energy (eV): 0.64
Gap between HOMO and LUMO (eV): 8.92

No. 5
Computed, not measured: a 2-piece molecular cluster, H4S4 overall, with the ωB97M-V functional and the def2-TZVPD basis.

Atoms and positions in Å:
S  -2.888  0.007  0.348
S  -2.028  -1.649  -0.739
H  -3.357  0.758  -0.692
H  -1.421  -0.836  -1.646
S  1.830  -0.677  0.475
S  3.113  0.604  1.744
H  1.490  0.429  -0.152
H  3.262  1.364  0.661

Summary:
M (g/mol): 132.3
SMILES: SS.SS
Calculated total energy (eV): -43404.883
Net charge: 0
Energy above the lowest of the compared OMol25 structures with the same formula, charge and spin (kcal per mole): 16.6
E_HOMO (eV): -8.86
Lowest unoccupied orbital energy (eV): -0.24
Gap between HOMO and LUMO (eV): 8.62

No. 6
Computed, not measured: Cl2FO8Sr3 as an isolated structure, with the ωB97M-V functional and the def2-TZVPD basis.

Atoms and positions in Å:
Sr  2.405  -1.206  0.575
Sr  1.853  3.257  -0.389
Sr  -0.685  1.265  -2.369
F  1.013  0.728  -0.520
Cl  0.029  -3.149  -0.997
O  -1.375  -3.285  -0.698
O  0.874  -3.359  0.253
O  0.448  -3.969  -2.026
O  0.463  -1.849  -1.442
Cl  -0.976  2.259  1.454
O  -1.183  2.630  0.080
O  0.370  2.523  1.883
O  -1.846  3.236  2.189
O  -1.390  0.921  2.005

Summary:
M (g/mol): 480.8
Calculated total energy (eV): -46607.266
Net charge: +3
Energy above the lowest of the compared OMol25 structures with the same formula, charge and spin (kcal per mole): 26.6
E_HOMO (eV): -18.74
Lowest unoccupied orbital energy (eV): -13.56
Gap between HOMO and LUMO (eV): 5.18